Model A:
Here is a molecular structure, C4H10NO2 from OMol25. Energies are from ωB97M-V/def2-TZVPD.

The calculation puts the LUMO energy (spin up / spin down) at 0.8402 / -1.5379 eV. The HOMO energy (spin up / spin down) comes out at -9.0 / -8.9 eV. As for the total charge: 0. Its gap between HOMO and LUMO (spin up / spin down) is 9.7997 / 7.3782 eV. As for the multiplicity: 2.

Geometry as XYZ:
```
17
C4H10NO2 | OMol25 | ωB97M-V/def2-TZVPD
H 0.985 -2.825 -0.357
C 0.940 -1.785 -0.667
H 1.935 -1.349 -0.697
O -1.820 0.465 -0.326
H 1.319 -0.243 1.711
H 0.809 1.342 -0.551
H -1.357 2.408 -0.591
C 0.427 -0.017 1.122
H -0.348 -0.093 1.895
C -1.213 1.632 0.169
H -1.043 -0.414 -0.280
O 0.482 -1.913 -1.991
H 0.746 2.083 1.021
C 0.253 1.340 0.385
H -0.408 -1.577 -1.995
H -1.797 1.936 1.045
N 0.089 -0.991 0.107
```

natural (NBO) atomic charge list, values in e, 8 entries: 0.2061, 0.0345, 0.1713, -0.8161, 0.2055, 0.2117, 0.1665, -0.2755


Model B:
Here is a single C4H10NO2 molecule from OMol25. Energies are from ωB97M-V/def2-TZVPD.

The calculation puts the LUMO energy (spin up / spin down) at 0.8458 / -1.6873 eV. The HOMO energy (spin up / spin down) comes out at -9.0 / -8.9 eV. As for the total charge: 0. Its gap between HOMO and LUMO (spin up / spin down) is 9.8579 / 7.2017 eV. As for the multiplicity: 2.

Geometry as XYZ:
```
17
C4H10NO2 | OMol25 | ωB97M-V/def2-TZVPD
H -1.624 -0.894 -1.803
C -1.005 0.065 -0.076
H 1.056 -2.426 -0.030
H -1.870 0.215 0.571
H 0.380 3.031 -0.289
O 1.986 -0.894 0.666
H -0.886 -1.976 -0.026
N -0.443 -1.192 0.427
C -0.039 1.206 0.390
H 1.002 0.916 0.276
H -0.414 0.249 -2.143
H -2.148 0.811 -1.779
O -0.196 2.301 -0.548
C 0.959 -1.658 0.781
H 0.795 -2.158 1.744
H -0.370 1.521 1.369
C -1.327 0.144 -1.565
```

natural (NBO) atomic charge list, values in e, 8 entries: 0.1906, -0.0611, 0.2445, 0.1939, 0.4713, -0.4207, 0.3584, -0.6116


Stability order, top to bottom: model A, model B


Model A:
Here is a single C7H14N2O5 molecule from OMol25. Energies are from ωB97M-V/def2-TZVPD.

The calculation puts the LUMO energy at 0.5195 eV. The HOMO energy comes out at -8.5 eV. As for the total charge: 0. Its gap between HOMO and LUMO is 8.9855 eV.

Geometry as XYZ:
```
28
C7H14N2O5 | OMol25 | ωB97M-V/def2-TZVPD
O 2.650 0.599 0.611
C 2.435 -0.550 0.277
H 0.501 0.910 -0.252
C -2.038 0.987 -0.026
H -2.677 1.357 3.061
H -1.793 1.718 -0.825
H 0.798 -1.472 -3.612
H -2.089 -0.160 1.946
H -4.060 1.315 -0.283
H 2.465 -2.107 -1.914
H 4.121 -1.064 0.980
N -3.360 0.658 -0.291
C 1.770 -1.314 -1.986
H 0.167 2.185 1.882
H 0.932 -2.034 -0.356
H 2.099 -0.363 -2.444
C -1.856 0.913 2.420
O 3.264 -1.462 0.648
H -2.359 2.737 1.422
O 0.580 -1.643 -2.724
H -0.944 0.839 3.044
O -1.680 -1.299 -0.122
H -3.687 -0.259 -0.256
C 1.266 -1.056 -0.541
C -1.124 -0.248 -0.240
O -0.339 2.388 1.100
C -1.691 1.888 1.244
N 0.239 -0.084 -0.477
```

natural (NBO) atomic charge list, values in e, 8 entries: -0.6155, 0.7880, 0.4465, -0.1434, 0.2212, 0.1876, 0.4685, 0.2388


Model B:
Here is a single C7H14N2O5 molecule from OMol25. Energies are from ωB97M-V/def2-TZVPD.

The calculation puts the LUMO energy at 0.4785 eV. The HOMO energy comes out at -10.0 eV. As for the total charge: 0. Its gap between HOMO and LUMO is 10.4648 eV.

Geometry as XYZ:
```
28
C7H14N2O5 | OMol25 | ωB97M-V/def2-TZVPD
H 2.985 1.732 -1.327
O -1.539 -2.124 -1.339
C 2.361 -0.109 -0.717
H -4.236 1.583 0.506
O 1.054 -1.636 0.639
H 2.819 -0.866 1.811
O 3.492 -0.316 1.406
H -0.844 -1.526 -1.730
H -1.124 -0.319 1.292
C 1.068 -0.662 -0.113
H 2.569 1.669 0.237
H 0.049 0.940 -0.802
N 2.279 1.346 -0.696
H 4.506 -0.268 -0.360
C -3.524 0.813 0.825
C -2.333 0.823 -0.117
C 3.556 -0.691 0.036
H -2.658 0.666 -1.138
O -2.702 -2.220 0.562
N -0.081 -0.020 -0.496
C -1.313 -0.284 0.230
H -3.229 1.031 1.821
H 3.609 -1.761 -0.100
O -1.689 2.084 -0.147
H 2.402 -0.445 -1.758
H -4.012 -0.165 0.847
C -1.902 -1.654 -0.142
H -1.562 2.378 0.773
```

natural (NBO) atomic charge list, values in e, 8 entries: 0.3663, -0.6661, -0.1749, 0.2217, -0.6303, 0.4874, -0.7319, 0.4987


Stability order, top to bottom: model B, model A


Model A:
Here is a single C5H9NS molecule from OMol25. Energies are from ωB97M-V/def2-TZVPD.

The calculation puts the LUMO energy at 0.6163 eV. The HOMO energy comes out at -8.5 eV. As for the total charge: 0. Its gap between HOMO and LUMO is 9.0743 eV.

Geometry as XYZ:
```
16
C5H9NS | OMol25 | ωB97M-V/def2-TZVPD
C 1.759 1.062 1.199
H 0.289 3.172 0.280
H 1.676 -1.311 0.850
C 0.697 0.468 0.656
H -0.499 2.728 1.666
C 0.146 -1.776 -0.452
H -1.371 0.592 0.622
S -1.147 -1.491 -1.334
C -0.561 2.591 0.609
H -1.487 3.083 0.222
H 1.779 2.092 1.578
C -0.520 1.164 0.194
H 0.691 -2.739 -0.370
N 0.860 -0.921 0.367
H 2.659 0.565 1.572
H -0.533 1.066 -0.871
```

natural (NBO) atomic charge list, values in e, 8 entries: -0.4813, 0.2094, 0.3985, 0.2016, 0.2079, -0.1025, 0.2300, -0.0788


Model B:
Here is a single C5H9NS molecule from OMol25. Energies are from ωB97M-V/def2-TZVPD.

The calculation puts the LUMO energy at 0.8685 eV. The HOMO energy comes out at -8.9 eV. As for the total charge: 0. Its gap between HOMO and LUMO is 9.7931 eV.

Geometry as XYZ:
```
16
C5H9NS | OMol25 | ωB97M-V/def2-TZVPD
C 0.315 0.308 0.521
H -2.259 -1.835 -0.714
C 0.087 1.584 -0.266
C -1.904 -0.966 -0.049
C 2.788 -0.100 0.222
H -2.285 -0.055 -0.518
H -0.025 -1.873 0.410
C -0.348 -0.952 -0.074
N 1.696 0.088 0.627
S 4.338 -0.415 -0.119
H -0.014 -0.991 -1.143
H 0.660 2.393 0.193
H 0.308 1.493 -1.335
H -2.339 -0.974 0.957
H -0.076 0.411 1.516
H -0.944 1.883 -0.228
```

natural (NBO) atomic charge list, values in e, 8 entries: -0.0541, 0.2222, -0.6094, -0.6142, 0.2940, 0.2021, 0.2167, -0.3900


Stability order, top to bottom: model B, model A


Model A:
Here is 2 unconnected molecules or ions with the total composition C6H15NP from OMol25. Energies are from ωB97M-V/def2-TZVPD.

The calculation puts the LUMO energy (spin up / spin down) at -6.4891 / -4.2189 eV. The HOMO energy (spin up / spin down) comes out at -14.4 / -13.4 eV. As for the total charge: +1. Its gap between HOMO and LUMO (spin up / spin down) is 7.8629 / 9.2173 eV.

Geometry as XYZ:
```
23
C6H15NP | OMol25 | ωB97M-V/def2-TZVPD
H -1.503 2.146 0.501
H 2.904 0.191 1.319
C -0.551 0.563 -0.383
P 1.236 -0.002 -0.314
H -1.483 -0.797 1.232
H 3.094 1.277 -0.692
C -2.965 -0.238 -0.252
H -2.894 -0.977 -0.994
H -0.973 0.779 -1.377
C -1.648 -0.083 0.522
H -0.408 1.335 1.727
H -0.201 -3.265 -0.413
N 0.705 -3.214 -0.937
H 1.557 1.106 1.876
H 1.616 -3.596 -0.596
C -1.097 1.247 0.832
H 1.468 -0.669 1.962
H -3.839 -0.582 0.457
C 2.255 1.154 -1.376
H -3.345 0.743 -0.614
H 1.602 2.045 -1.507
C 1.847 0.123 1.398
H 2.621 0.714 -2.373
```

natural (NBO) atomic charge list, values in e, 8 entries: 0.2439, 0.2670, -0.5564, 1.3173, 0.2290, 0.2521, -0.6195, 0.2249


Model B:
Here is 2 unconnected molecules or ions with the total composition C6H15NP from OMol25. Energies are from ωB97M-V/def2-TZVPD.

The calculation puts the LUMO energy at -3.8047 eV. The HOMO energy comes out at -11.6 eV. As for the total charge: +1. Its gap between HOMO and LUMO is 7.7693 eV.

Geometry as XYZ:
```
23
C6H15NP | OMol25 | ωB97M-V/def2-TZVPD
H 3.064 -1.939 0.087
H 2.703 -0.447 -0.822
H 2.150 -0.516 1.611
C 0.930 1.531 0.576
H 1.612 -1.839 -1.110
H -0.339 2.245 -0.985
C -1.567 -2.099 0.250
H -2.539 -2.156 0.509
H -0.255 0.545 -2.237
H -2.081 1.777 0.507
N 1.520 -0.892 0.788
H -0.761 -2.783 0.225
C 0.437 2.462 -0.238
C 2.361 -1.367 -0.378
H -3.110 0.857 -0.610
H 0.687 3.436 -0.166
C -2.513 0.687 0.300
H 1.728 1.961 1.212
H -0.860 0.147 -2.477
P -1.128 -0.465 0.165
H 0.910 -1.565 1.226
C 0.431 0.176 0.679
H -3.378 0.245 0.889
```

natural (NBO) atomic charge list, values in e, 8 entries: 0.2260, 0.2369, 0.4441, -0.2806, 0.2360, 0.1841, -0.9446, 0.2518


Stability order, top to bottom: model A, model B


Model A:
Here is 2 unconnected molecules or ions with the total composition CH7N3O from OMol25. Energies are from ωB97M-V/def2-TZVPD.

The calculation puts the LUMO energy at 0.6893 eV. The HOMO energy comes out at -9.4 eV. As for the total charge: 0. Its gap between HOMO and LUMO is 10.1248 eV.

Geometry as XYZ:
```
12
CH7N3O | OMol25 | ωB97M-V/def2-TZVPD
C 0.093 -0.012 -0.790
H -1.797 0.290 -0.358
N -0.861 0.241 0.018
H 2.139 0.106 -0.430
O -0.647 -0.163 3.278
H 0.958 0.407 -2.606
H 1.186 -0.516 0.681
H -0.737 0.337 -2.675
H -0.305 0.160 2.434
N 0.098 0.164 -2.151
N 1.311 -0.457 -0.280
H -1.438 -0.556 2.880
```

natural (NBO) atomic charge list, values in e, 8 entries: 0.5879, 0.3495, -0.8159, 0.3735, -0.9424, 0.3897, 0.3809, 0.3949


Model B:
Here is a molecular structure, CH7N3O from OMol25. Energies are from ωB97M-V/def2-TZVPD.

The calculation puts the LUMO energy (spin up / spin down) at 0.6593 / 0.6594 eV. The HOMO energy (spin up / spin down) comes out at -8.4 / -8.4 eV. As for the total charge: 0. Its gap between HOMO and LUMO (spin up / spin down) is 9.0380 / 9.0387 eV.

Geometry as XYZ:
```
12
CH7N3O | OMol25 | ωB97M-V/def2-TZVPD
H -0.724 -1.216 -1.317
N -0.561 0.432 0.329
C 1.124 0.181 1.308
N 0.448 0.171 -0.520
O -2.044 0.567 -0.735
H -2.069 1.523 -0.859
H 0.685 -0.839 -2.179
H 1.564 1.168 1.295
H 0.565 -0.035 2.216
H 1.824 -0.618 1.084
N 0.258 -0.939 -1.267
H -1.070 -0.395 0.646
```

natural (NBO) atomic charge list, values in e, 8 entries: 0.3910, -0.2166, -0.3980, -0.0220, -0.8932, 0.4476, 0.3805, 0.2178


Stability order, top to bottom: model A, model B


Model A:
Here is 2 unconnected molecules or ions with the total composition C2H9NS from OMol25. Energies are from ωB97M-V/def2-TZVPD.

The calculation puts the LUMO energy at 0.9209 eV. The HOMO energy comes out at -9.0 eV. As for the total charge: 0. Its gap between HOMO and LUMO is 9.9177 eV.

Geometry as XYZ:
```
13
C2H9NS | OMol25 | ωB97M-V/def2-TZVPD
C -0.199 -0.411 1.435
H 0.639 0.085 1.918
H 2.938 2.052 -1.375
H -0.055 -1.484 1.524
S 2.852 0.780 -1.788
H -2.358 -0.182 -0.057
H 2.205 0.464 -0.659
N -0.230 -0.053 0.018
H -1.545 -0.001 -1.587
C -1.466 -0.491 -0.621
H -1.495 -1.575 -0.679
H -1.122 -0.137 1.960
H -0.164 0.953 -0.090
```

natural (NBO) atomic charge list, values in e, 8 entries: -0.4154, 0.1978, 0.1335, 0.1919, -0.2948, 0.1577, 0.1568, -0.6234


Model B:
Here is 2 unconnected molecules or ions with the total composition C2H9NS from OMol25. Energies are from ωB97M-V/def2-TZVPD.

The calculation puts the LUMO energy at 0.9619 eV. The HOMO energy comes out at -8.9 eV. As for the total charge: 0. Its gap between HOMO and LUMO is 9.8946 eV.

Geometry as XYZ:
```
13
C2H9NS | OMol25 | ωB97M-V/def2-TZVPD
H 0.918 -3.269 1.065
H -0.118 2.214 -1.950
H -1.752 -1.566 0.435
H -1.233 1.436 0.037
H 1.164 -1.676 0.394
H 1.336 2.259 -0.864
H 0.091 -2.832 -0.399
C 0.262 2.245 -0.921
H 0.246 1.151 0.788
C 0.409 -2.427 0.575
H 0.050 3.322 -0.582
S -1.112 -2.037 1.508
N -0.262 1.180 -0.086
```

natural (NBO) atomic charge list, values in e, 8 entries: 0.2178, 0.1900, 0.1256, 0.3538, 0.2163, 0.1905, 0.2202, -0.4128


Stability order, top to bottom: model A, model B